C4HBrS | wB97M-V/def2-TZVPD

```
7
Properties=species:S:1:pos:R:3:lowdin_charge:R:1
C 0.422 3.431 -0.032 -0.092
C 1.052 2.275 0.085 -0.422
C 0.107 0.343 0.048 -0.378
C 1.397 0.743 -0.004 -0.739
S -0.794 1.883 -0.021 0.891
Br 3.160 -0.043 -0.005 0.694
H -0.370 -0.542 -0.131 0.046
```

## Properties
structure (SMILES): BrC1=CS2#CC=21
E_LUMO: 0.25 eV
Kohn-Sham gap: 0.346 Ha
HOMO energy: -9.18 eV
energy relative to the best compared isomer or geometry (same formula, charge and spin): 105.6 kJ/mol